No. 1
Here is an isolated ion of composition C12H26N2O5P and charge +1 at a distorted geometry from OMol25. Energies are from the ωB97M-V functional and the def2-TZVPD basis.

Geometry as XYZ:
```
46
Properties=species:S:1:pos:R:3:nbo_charge:R:1
P 2.017 -0.649 -1.513 2.412
O 2.779 -0.934 -2.730 -1.063
O 2.568 0.479 -0.556 -0.837
O 1.755 -1.948 -0.641 -0.826
O -4.323 -0.190 -0.983 -0.497
O -0.098 0.753 2.406 -0.517
N -1.615 0.260 0.821 -0.520
N -2.076 -0.130 -1.530 -0.372
C -3.347 -0.944 -1.614 0.107
C -0.929 1.183 1.672 0.716
C 2.502 -2.474 1.632 -0.647
C -2.253 0.800 -0.328 0.113
C -0.788 -0.883 -1.607 -0.219
C 0.376 0.051 -1.895 -0.847
C -1.288 2.639 1.651 -0.743
C -3.775 0.989 -0.378 -0.116
C 3.971 0.396 -0.147 -0.074
C 4.509 1.798 0.049 -0.630
C -2.388 -0.737 1.604 -0.428
C 1.402 -1.868 0.770 -0.081
H -3.202 -1.930 -1.168 0.200
H 0.405 0.314 -2.953 0.268
H -3.571 -1.095 -2.672 0.208
H 4.082 2.449 -0.712 0.223
H -2.730 -0.316 2.548 0.222
H 3.998 -0.172 0.781 0.186
H 5.590 1.789 -0.063 0.232
H -0.651 -1.411 -0.673 0.249
H 4.239 2.199 1.023 0.215
H 4.535 -0.122 -0.921 0.210
H 0.291 0.985 -1.337 0.244
H -3.230 -1.103 1.026 0.209
H -2.104 0.468 -2.357 0.433
H 3.395 -2.613 1.028 0.236
H 0.480 -2.441 0.879 0.174
H -0.482 3.182 1.152 0.262
H -3.996 1.813 -1.059 0.205
H -2.217 2.873 1.140 0.209
H -1.318 2.996 2.677 0.279
H -0.889 -1.620 -2.403 0.241
H 1.187 -0.843 1.057 0.207
H -1.751 -1.586 1.848 0.229
H 2.741 -1.832 2.477 0.225
H -4.234 1.136 0.594 0.234
H -1.777 1.734 -0.610 0.242
H 2.207 -3.447 2.016 0.226
```

Calculated values
HOMO = -13.400 eV
SMILES string = CCOP(=O)(CC[N@H+]1COC[C@H]1N(C)C(C)=O)OCC
net charge = +1


No. 2
Here is an isolated ion of composition C12H26N4OP and charge +1 at a distorted geometry from OMol25. Energies are from the ωB97M-V functional and the def2-TZVPD basis.

Geometry as XYZ:
```
44
Properties=species:S:1:pos:R:3:nbo_charge:R:1
P 1.707 0.024 -0.583 0.910
O -1.646 1.415 1.873 -0.715
N -1.329 -1.826 0.796 -0.882
N -0.663 2.200 -1.107 -0.824
N -1.675 0.048 -0.669 -0.326
N 0.462 -1.179 -1.004 -0.722
C 1.871 0.308 1.286 -0.730
C -3.014 0.260 -0.001 -0.253
C -0.823 -0.946 -0.320 0.761
C 1.620 -2.983 0.508 -0.097
C 2.306 1.875 1.486 -0.625
C -1.340 1.026 -1.786 -0.077
C -4.193 1.853 1.752 -0.659
C 3.051 -0.824 -2.962 -0.627
C 2.095 -3.118 1.741 -0.237
C 3.370 -0.308 -1.429 -0.725
C -2.927 0.832 1.510 0.086
C 0.934 -2.598 -0.892 -0.290
H 3.350 1.983 1.952 0.230
H -1.501 -2.787 0.451 0.409
H -2.296 1.418 -2.322 0.219
H -0.016 -3.270 -1.004 0.228
H -1.326 0.855 2.630 0.480
H 3.235 -1.962 -3.028 0.214
H 1.654 -2.927 -1.728 0.273
H -3.653 0.928 -0.709 0.234
H -0.582 0.605 -2.542 0.247
H 2.339 -3.192 2.874 0.295
H -1.338 2.957 -0.905 0.370
H 3.959 0.690 -1.576 0.277
H 1.468 2.417 2.065 0.235
H -3.559 -0.772 0.001 0.253
H 0.920 0.083 1.900 0.227
H 3.756 -0.335 -3.743 0.245
H -3.134 -0.067 2.228 0.190
H 3.999 -1.136 -0.935 0.235
H 2.364 2.367 0.431 0.222
H 1.927 -0.643 -3.211 0.210
H -4.749 2.063 0.764 0.213
H -4.935 1.375 2.517 0.234
H 0.017 2.583 -1.788 0.384
H -3.840 2.841 2.264 0.251
H 2.785 -0.331 1.637 0.239
H -0.650 -1.801 1.576 0.417
```

Calculated values
HOMO = -10.682 eV
SMILES string = C#CCN(/C(N)=[N+](\CN)C[C@H](C)O)P(CC)CC
net charge = +1


No. 3
Here is C12H26NO2P2Sr as an isolated structure at a distorted geometry from OMol25. Energies are from the ωB97M-V functional and the def2-TZVPD basis.

Geometry as XYZ:
```
44
Properties=species:S:1:pos:R:3:nbo_charge:R:1
Sr -0.558 -0.134 -1.264 1.675
P -2.145 -0.145 1.243 0.751
P 2.328 0.525 -1.521 0.743
O -0.645 -0.474 -3.807 -1.033
O -2.379 1.033 -2.572 -1.031
N 0.138 1.898 0.133 -0.593
C 2.293 1.486 -3.085 -0.937
C -2.253 1.608 0.594 -0.782
C -0.945 3.683 1.291 -0.248
C 1.389 3.813 0.782 -0.245
C 2.583 1.914 -0.335 -0.745
C -0.975 2.423 0.697 0.230
C 1.312 2.551 0.202 0.241
C -3.916 -0.570 1.364 -0.934
C -1.752 0.121 3.003 -0.935
C 0.250 4.397 1.322 -0.124
C 4.004 -0.181 -1.592 -0.928
C -0.329 -2.667 -1.319 -1.429
H -4.388 -0.066 2.218 0.234
H -0.864 0.756 3.114 0.245
H -3.065 2.092 1.153 0.253
H 0.001 -0.538 -4.539 0.516
H 1.495 2.244 -3.071 0.238
H -3.008 1.692 -2.905 0.511
H -1.997 0.577 -3.385 0.523
H -2.571 1.553 -0.512 0.258
H 3.157 1.497 0.511 0.261
H -1.864 4.080 1.723 0.234
H 0.295 5.394 1.762 0.240
H -4.442 -0.314 0.435 0.245
H 0.617 -3.045 -1.728 0.200
H 3.263 1.989 -3.198 0.238
H -0.307 -2.796 -0.221 0.202
H 3.187 2.694 -0.824 0.244
H 4.355 -0.413 -0.576 0.252
H -2.606 0.570 3.525 0.233
H 3.940 -1.121 -2.159 0.255
H 2.134 0.807 -3.938 0.234
H -1.540 -0.866 3.440 0.257
H -1.171 -3.257 -1.705 0.205
H 2.350 4.315 0.779 0.232
H -0.637 -1.397 -3.400 0.519
H 4.711 0.497 -2.090 0.236
H -3.968 -1.658 1.514 0.258
```

Calculated values
HOMO = -9.618 eV
net charge = +1


No. 4
Here is C12H27AlB2BrCaClF9KLiNO3 as an isolated structure at a distorted geometry from OMol25. Energies are from the ωB97M-V functional and the def2-TZVPD basis.

Geometry as XYZ:
```
60
Properties=species:S:1:pos:R:3:mulliken_charge:R:1
Br 4.638 -4.144 -0.380 -0.437
Ca 2.625 -3.149 -4.382 1.450
K -5.292 4.664 2.098 0.674
Cl 2.217 -3.954 -2.216 -0.436
Al 1.908 -4.891 1.182 0.637
F 1.907 0.960 -7.689 -0.383
F 2.060 -3.204 0.711 -0.325
F -2.025 -3.094 -0.305 -0.795
F 2.805 -5.166 2.652 -0.443
F 0.220 -5.242 1.457 -0.427
F 1.052 -1.018 -8.509 -0.393
F 2.515 -5.945 -0.077 -0.411
F -0.191 0.259 -7.046 -0.387
F 1.680 -0.864 -6.295 -0.341
O 0.170 -3.489 4.567 -0.594
O -2.797 1.090 3.049 -0.707
O 6.103 2.362 -2.898 -0.538
N 0.895 1.883 1.383 0.022
C -1.703 -0.456 0.222 -1.220
C -1.663 -2.324 2.044 -1.354
C -1.477 2.033 1.111 0.062
C 5.084 1.882 -0.810 -0.976
C -5.340 1.008 1.172 -0.890
C 0.537 0.972 0.222 -1.106
C 3.753 2.054 -3.009 -1.004
C -1.034 0.934 0.061 0.449
C -0.343 2.134 2.194 -1.309
C -4.320 2.210 1.244 -0.724
C -1.229 -1.082 1.538 0.599
C 5.082 2.124 -2.299 0.844
B -2.883 1.781 1.824 0.470
B 1.104 -0.156 -7.400 0.555
Li -5.669 -0.797 2.727 0.551
H 1.293 2.788 1.124 0.389
H -4.838 0.026 0.990 0.340
H -4.763 2.979 1.970 0.270
H -1.402 -1.123 -0.623 0.659
H -0.339 3.072 2.782 0.433
H 0.515 -2.869 5.216 0.270
H 1.616 1.411 1.931 0.372
H -2.400 -2.320 2.878 0.232
H 3.898 2.246 -4.070 0.334
H -2.802 -0.361 0.143 0.294
H -4.257 2.670 0.237 0.502
H -3.533 0.474 3.138 0.100
H 4.708 0.880 -0.594 0.328
H 0.951 -0.003 0.566 0.412
H -0.335 1.358 2.976 0.441
H -5.879 0.931 2.169 0.161
H 3.075 2.810 -2.606 0.269
H 3.321 1.059 -2.887 0.238
H -1.290 -3.303 1.694 0.434
H 1.141 1.157 -0.682 0.351
H -6.112 1.170 0.394 0.320
H -1.377 3.002 0.572 0.483
H -1.199 1.444 -0.907 0.579
H 4.464 2.631 -0.311 0.205
H -0.506 -0.504 2.154 -0.123
H -0.440 -2.965 4.035 0.289
H 6.102 1.962 -0.432 0.307
```

Calculated values
HOMO = -4.959 eV


No. 5
Here is C12H27AsN7O3S4W as an isolated structure at a distorted geometry from OMol25. Energies are from the ωB97M-V functional and the def2-TZVPD basis.

Geometry as XYZ:
```
55
Properties=species:S:1:pos:R:3:lowdin_spin:R:1
W -0.094 -0.157 -0.133 0.531
As 0.371 0.025 -2.781 0.085
S 2.115 -0.937 -3.307 0.061
S -1.163 -1.949 -1.138 0.792
S 0.885 1.613 -1.306 0.135
S -1.027 0.665 -4.094 -0.001
O -3.005 -1.460 1.333 0.021
O -1.288 1.074 0.927 0.072
O -0.287 -1.394 1.713 0.013
N 3.306 0.048 0.348 -0.001
N -2.372 1.220 -1.073 0.090
N 3.214 2.005 1.546 0.002
N 3.796 -2.057 -0.469 0.002
N 1.578 -1.420 -0.203 0.011
N 1.320 0.645 1.383 -0.001
N -0.482 -1.780 3.902 0.001
C 2.554 0.917 1.098 0.001
C 3.409 -3.273 -1.191 0.002
C 2.853 -1.173 -0.122 0.001
C -1.018 -1.531 2.707 0.002
C -2.222 2.677 -1.091 0.014
C -2.533 -1.480 2.641 0.002
C -3.331 -0.212 0.784 0.011
C 0.965 -1.896 4.063 0.000
C -1.304 -2.072 5.078 0.000
C -3.434 0.711 -1.945 0.011
C 5.217 -1.845 -0.225 0.000
C -2.195 0.535 0.105 0.107
H -0.642 -2.133 5.937 0.000
H -4.414 0.964 -1.530 0.005
H -4.135 -0.400 0.081 0.001
H 1.283 -1.264 4.891 0.000
H 5.695 -1.333 -1.065 0.000
H -1.587 3.003 -0.277 0.003
H 2.660 -3.033 -1.943 0.001
H 1.232 -2.931 4.282 0.000
H -2.893 -0.634 3.238 0.000
H -3.692 0.475 1.559 0.004
H 4.145 2.213 1.230 0.000
H -3.214 3.126 -1.000 0.003
H 4.285 -3.659 -1.705 0.000
H 2.673 2.783 1.880 0.000
H 3.043 -4.034 -0.498 0.000
H 5.379 -1.288 0.695 0.000
H 1.361 -2.335 -0.560 0.010
H -1.775 2.970 -2.040 0.001
H 5.693 -2.814 -0.100 0.000
H -3.322 1.159 -2.924 0.000
H -3.329 -0.367 -2.054 0.006
H -2.914 -2.392 3.106 0.000
H 1.449 -1.576 3.147 0.000
H 4.202 0.359 0.020 0.000
H -1.825 -3.024 4.978 0.000
H 0.879 1.352 1.958 0.001
H -2.026 -1.279 5.266 0.000
```

Calculated values
HOMO (spin up / spin down) = -9.659 / -10.233 eV
2S+1 = 3
net charge = +1


No. 6
Here is C12H27AuN3O4STa as an isolated structure at a distorted geometry from OMol25. Energies are from the ωB97M-V functional and the def2-TZVPD basis.

Geometry as XYZ:
```
49
Properties=species:S:1:pos:R:3:nbo_charge:R:1
Au -2.237 0.001 -1.794 0.843
Ta 0.022 0.333 -0.208 2.220
S 1.186 -0.222 2.298 2.338
O 2.457 0.286 2.713 -0.808
O 1.579 4.314 0.353 -0.383
O 0.119 0.805 1.944 -0.954
O 1.195 -0.995 0.955 -0.962
N -1.849 -0.499 0.212 -0.760
N 1.284 -0.121 -1.664 -0.678
N 0.443 2.265 -0.233 -0.937
C 3.526 -0.867 -2.411 -0.632
C -2.848 -0.204 2.493 -0.643
C -2.994 0.079 0.998 0.129
C -3.010 1.579 0.751 -0.634
C 2.710 0.290 -1.832 0.120
C -1.730 -1.987 0.305 -0.461
C 3.346 0.685 -0.509 -0.633
C 2.705 1.492 -2.764 -0.615
C 0.734 -0.842 -2.820 -0.411
C 1.030 3.311 0.072 0.938
C -4.280 -0.563 0.483 -0.624
C 0.445 -1.385 3.461 -0.859
H -0.406 -1.912 3.006 0.249
H -2.866 -1.278 2.714 0.217
H 2.860 1.549 -0.048 0.205
H -3.714 0.254 2.996 0.266
H -4.344 -0.447 -0.607 0.181
H -0.681 -2.310 0.194 0.245
H -1.938 0.254 2.889 0.239
H 3.385 -0.157 0.191 0.235
H 1.106 -0.389 -3.755 0.255
H -3.171 1.794 -0.318 0.201
H 2.299 1.226 -3.746 0.213
H 3.206 -1.149 -3.420 0.221
H -4.331 -1.628 0.736 0.237
H -2.074 2.054 1.081 0.239
H -5.140 -0.056 0.938 0.268
H -2.096 -2.344 1.282 0.253
H 0.128 -0.823 4.352 0.287
H 2.095 2.295 -2.339 0.212
H 3.734 1.854 -2.891 0.253
H 4.579 -0.557 -2.473 0.253
H 1.234 -2.101 3.726 0.293
H -3.852 2.007 1.314 0.274
H 0.995 -1.914 -2.784 0.239
H -2.318 -2.452 -0.503 0.237
H -0.373 -0.765 -2.853 0.149
H 3.464 -1.740 -1.750 0.225
H 4.386 0.980 -0.732 0.261
```

Calculated values
HOMO = -15.934 eV
net charge = +2